# C7H15N3P

A gas-phase ion, C7H15N3P (charge +1) at a distorted geometry (the ωB97M-V functional and the def2-TZVPD basis, the Open Molecules 2025 dataset).

```
26
C7H15N3P (the ωB97M-V functional and the def2-TZVPD basis)
P -0.207 -2.791 0.331
N -0.857 -0.202 1.364
N 1.445 -0.582 1.227
N 0.272 0.761 -0.556
C -0.987 0.549 0.210
C -1.317 -1.592 1.327
C 0.236 1.176 -1.794
C 1.413 -2.041 1.175
C 0.415 -0.118 2.072
C -0.908 1.881 -2.303
C 1.553 0.265 0.073
H 2.220 -0.239 -0.573
H 2.184 1.198 0.230
H -2.306 -1.912 0.999
H 2.188 -2.680 0.747
H 0.407 -0.683 3.089
H -0.115 -1.859 -0.882
H 0.545 1.068 2.401
H -0.616 2.770 -2.713
H 1.522 -2.254 2.202
H -1.179 1.524 -3.307
H 1.056 0.983 -2.463
H -1.514 1.630 0.415
H -1.647 0.129 -0.494
H -1.659 2.128 -1.686
H -1.254 -2.013 2.253
```

Its spin multiplicity is 3. Its LUMO energy (spin up / spin down) is -2.65 / -7.37 eV. For the HOMO energy (spin up / spin down), the calculation gives -9.0684 / -12.9437 eV. The max |F| is 6.2 eV/A. For the frontier orbital gap (spin up / spin down), the calculation gives 6.41 / 5.57 eV. The charge is +1.

# CH6N2P2

A single CH6N2P2 molecule at a distorted geometry (the ωB97M-V functional and the def2-TZVPD basis, the Open Molecules 2025 dataset).

```
11
CH6N2P2 (the ωB97M-V functional and the def2-TZVPD basis)
P 0.284 -0.832 0.249
P -1.946 0.257 -0.286
N 1.146 0.345 -0.592
N -3.017 -0.751 0.177
C 2.037 1.166 -0.178
H -3.147 -1.624 -0.385
H -1.982 1.285 0.740
H 2.463 1.400 0.746
H 0.608 -1.916 -0.771
H 1.104 -1.235 1.159
H 2.449 1.904 -0.859
```

Its LUMO energy is 0.20 eV. For the HOMO energy, the calculation gives -7.7833 eV. The max |F| is 3.8 eV/A. The energy above the lowest of the compared OMol25 structures with the same formula, charge and spin comes out at 60.3 kcal per mole. For the frontier orbital gap, the calculation gives 7.98 eV.

# C5H12N2O2

A single C5H12N2O2 molecule at a distorted geometry (the ωB97M-V functional and the def2-TZVPD basis, the Open Molecules 2025 dataset).

```
21
C5H12N2O2 (the ωB97M-V functional and the def2-TZVPD basis)
O -2.099 0.269 -1.237
O -0.511 -1.872 -0.179
N -1.588 0.242 0.104
N 0.379 2.624 0.077
C 1.688 -0.493 -1.231
C -0.297 -0.823 1.933
C -0.337 -0.622 0.423
C 0.325 1.524 -0.605
C 0.883 0.154 -0.105
H 0.524 2.443 1.075
H -0.205 0.125 2.472
H -1.043 -1.683 -0.969
H 1.559 0.369 0.730
H -1.194 -1.344 2.285
H 0.170 1.597 -1.696
H -2.902 -0.284 -1.238
H 1.229 -0.358 -2.216
H -1.646 1.168 0.532
H 0.561 -1.450 2.206
H 2.674 -0.018 -1.279
H 1.831 -1.567 -1.081
```

Its LUMO energy is 0.66 eV. For the HOMO energy, the calculation gives -9.0691 eV. The max |F| is 3.2 eV/A. The energy above the lowest of the compared OMol25 structures with the same formula, charge and spin comes out at 94.5 kcal per mole. For the frontier orbital gap, the calculation gives 9.73 eV.

# C15H14CrN2O3S

A molecular structure, C15H14CrN2O3S at a distorted geometry (the ωB97M-V functional and the def2-TZVPD basis, the Open Molecules 2025 dataset).

```
36
C15H14CrN2O3S (the ωB97M-V functional and the def2-TZVPD basis)
Cr 0.807 1.174 -0.197
S -2.638 -0.411 -0.133
O -3.340 0.277 0.918
O -3.116 -0.317 -1.485
O 1.070 -1.157 -0.066
N 0.270 2.517 -1.472
N -0.919 -0.104 -0.051
C -1.008 -2.401 0.453
C -0.579 -3.633 0.972
C 2.733 1.458 0.933
C 0.883 2.718 1.562
C 1.270 3.111 -3.642
C -2.907 -4.279 1.205
C 2.004 1.132 -2.095
C -1.539 -4.563 1.365
C 1.906 0.647 1.789
C -2.354 -2.111 0.337
C 1.266 2.303 -2.533
C 0.739 1.411 2.137
C -0.191 -1.233 0.091
C -3.327 -3.045 0.687
C 2.110 2.753 0.826
H 0.520 3.893 -3.853
H 2.545 3.629 0.353
H 3.698 1.169 0.522
H -0.150 3.435 -1.532
H -3.646 -5.021 1.501
H 0.220 3.558 1.742
H 2.084 3.130 -4.373
H 2.160 -0.339 2.168
H -1.238 -5.516 1.804
H -0.058 1.094 2.805
H -4.377 -2.794 0.561
H 3.070 1.139 -1.986
H 1.544 0.196 -2.387
H 0.488 -3.822 1.072
```

Its spin multiplicity is 5. Its LUMO energy (spin up / spin down) is 5.21 / 5.20 eV. For the HOMO energy (spin up / spin down), the calculation gives 1.8790 / -1.0187 eV. The max |F| is 4.8 eV/A. The energy above the lowest of the compared OMol25 structures with the same formula, charge and spin comes out at 0.0 kcal per mole. For the frontier orbital gap (spin up / spin down), the calculation gives 3.33 / 6.22 eV. The charge is -2.

# C3H6N4O

A molecular structure, C3H6N4O at a distorted geometry (the ωB97M-V functional and the def2-TZVPD basis, the Open Molecules 2025 dataset).

```
14
C3H6N4O (the ωB97M-V functional and the def2-TZVPD basis)
O -0.213 1.956 0.491
N -1.361 0.236 -0.528
N 0.803 -1.035 0.020
N -1.369 -2.001 0.252
N 1.404 0.110 -0.427
C -1.380 1.531 0.036
C 2.685 0.165 -0.068
C -0.744 -0.946 -0.012
H 1.003 -1.268 1.372
H 3.187 1.005 -0.583
H -2.637 2.117 0.162
H 3.249 -0.373 0.757
H -2.280 -0.207 -1.014
H -0.520 -2.588 0.423
```

Its LUMO energy is 0.20 eV. For the HOMO energy, the calculation gives -9.2398 eV. The max |F| is 7.6 eV/A. The energy above the lowest of the compared OMol25 structures with the same formula, charge and spin comes out at 148.6 kcal per mole. For the frontier orbital gap, the calculation gives 9.44 eV.

# C36H42BrF6NO3PRhSi2Te

A molecular structure, C36H42BrF6NO3PRhSi2Te (the ωB97M-V functional and the def2-TZVPD basis, the Open Molecules 2025 dataset).

```
94
C36H42BrF6NO3PRhSi2Te (the ωB97M-V functional and the def2-TZVPD basis)
Te 2.434 -1.095 0.582
Rh -0.390 -0.228 0.451
Br -1.612 5.598 -3.591
P -2.411 -0.758 -0.280
Si 3.500 -2.115 -2.410
Si 3.899 1.803 1.773
F -0.743 1.930 3.450
F 0.984 -1.752 4.399
F -0.129 -0.690 5.905
F -1.927 1.121 5.062
F -2.630 0.981 3.028
F 1.200 0.379 4.584
O -0.534 0.156 -3.685
O -0.236 -0.556 2.391
O 0.009 -0.262 -1.574
N 1.227 3.765 -1.261
C -0.844 -0.464 3.611
C 1.826 -2.926 -2.586
C -4.554 -0.584 1.479
C -1.684 -3.687 -2.988
C -2.457 -1.776 -1.759
C 3.295 -0.604 -1.308
C 0.987 2.475 -1.479
C -3.345 -2.228 -3.942
C -4.629 -3.321 1.964
C -3.630 1.905 -0.957
C -3.390 3.241 -0.691
C -0.550 4.270 -2.763
C -2.264 3.628 0.050
C -1.529 0.909 3.798
C -2.686 0.992 -0.498
C 3.821 -0.087 1.863
C 0.009 2.008 -2.341
C -3.307 -1.438 -2.805
C 4.115 -1.537 -4.079
C -1.864 -1.571 3.888
C -0.766 2.933 -3.025
C 5.070 2.342 3.133
C 4.736 -3.286 -1.635
C -5.512 -2.472 2.619
C -3.709 -2.806 1.067
C -3.660 -1.434 0.831
C -0.221 0.535 -2.569
C -1.542 1.368 0.197
C -1.638 -2.896 -1.854
C -1.338 2.708 0.511
C 2.201 2.515 2.067
C 0.455 4.649 -1.882
C -5.479 -1.108 2.371
C 4.585 2.417 0.144
C 0.309 -0.619 4.639
C -2.537 -3.352 -4.032
H 3.961 2.160 -0.710
H -3.029 -3.473 0.552
H -4.084 3.995 -1.039
H 1.448 -3.258 -1.615
H 4.630 3.508 0.182
H 4.787 -0.566 1.705
H 1.459 2.101 1.380
H -1.353 -2.531 3.853
H -3.995 -1.958 -4.763
H -2.630 -1.554 3.120
H 2.617 0.112 -1.776
H -2.112 4.679 0.265
H 1.880 -3.801 -3.239
H 1.100 -2.224 -3.002
H 3.476 -0.377 2.859
H -4.517 1.591 -1.493
H 4.209 -2.378 -4.769
H -2.560 -3.962 -4.925
H -0.944 -3.130 -1.055
H 5.596 2.046 -0.041
H 0.635 5.698 -1.675
H -2.330 -1.447 4.864
H -1.516 2.590 -3.724
H 5.154 3.430 3.159
H -6.170 -0.446 2.877
H -4.659 -4.386 2.151
H 3.423 -0.818 -4.521
H -4.514 0.481 1.304
H 5.700 -2.792 -1.490
H -3.921 -0.548 -2.745
H 2.227 3.596 1.915
H 6.071 1.935 2.980
H 4.391 -3.643 -0.663
H 4.237 -0.096 -1.107
H 4.903 -4.156 -2.273
H 5.094 -1.058 -4.002
H 4.719 2.010 4.112
H -6.230 -2.877 3.320
H 1.850 2.314 3.078
H -0.477 3.037 1.079
H 1.596 1.767 -0.923
H -1.036 -4.549 -3.069
```

Its LUMO energy is -0.59 eV. For the HOMO energy, the calculation gives -8.0192 eV. The max |F| is 0.5 eV/A. For the frontier orbital gap, the calculation gives 7.43 eV.